{
  "formula": "C10H9B",
  "method": "the ωB97M-V functional and the def2-TZVPD basis",
  "energy_ev": -11189.7891,
  "smiles": "C1=CB(c2ccccc2)C=C1",
  "gap_ev": 7.9,
  "elements": ["B", "C", "C", "C", "C", "C", "C", "C", "C", "C", "C", "H", "H", "H", "H", "H", "H", "H", "H", "H"],
  "positions_angstrom": [[1.05014, -0.05938, 0.27044], [-3.28272, -0.01856, -0.20800], [-2.49224, 1.06308, -0.55574], [-2.69059, -1.03460, 0.46275], [-1.07955, 0.93755, -0.38699], [-1.32106, -1.16508, 0.60327], [-0.49928, -0.11892, 0.20920], [1.97651, 1.04239, 0.71377], [2.02749, -1.07279, -0.59020], [3.21112, 0.80883, 0.13723], [3.22049, -0.50209, -0.57911], [-4.29345, 0.17081, -0.36376], [-2.86694, 1.97617, -1.06911], [-3.35198, -1.76088, 0.78472], [-0.54870, 1.93902, -0.55485], [-0.91389, -1.84888, 1.23763], [1.88468, 1.87561, 1.37997], [1.86320, -2.03850, -1.11175], [4.02771, 1.49540, 0.34190], [4.04811, -0.95826, -1.16242]],
  "forces_ev_per_a": [[-0.4, -1.7, -1.4], [1.4, 2.9, -0.5], [1.8, -0.1, -1.1], [0.7, -1.0, -0.3], [-2.0, 4.6, -0.7], [-1.3, 2.2, -0.5], [1.4, -0.9, 0.4], [2.9, 0.5, -0.4], [-0.9, -0.7, 0.6], [-1.9, 0.4, 1.7], [1.0, -0.5, -1.5], [-1.9, -0.6, 0.0], [0.1, -0.8, 0.6], [-0.9, -1.7, 1.0], [-0.2, -1.8, 0.0], [0.9, -2.4, 1.3], [-0.4, 0.4, 0.1], [-0.1, 0.8, 0.5], [0.2, -0.3, -0.4], [-0.2, 0.8, 0.7]]
}